Computed, not measured: 14 unconnected molecules or ions with the total composition C44H113BN7O27 at a distorted geometry, with ωB97M-V with the def2-TZVPD basis set.

The value obtained for the energy above the lowest of the compared OMol25 structures with the same formula, charge and spin is 0.0 kcal/mol. The calculation puts the HOMO energy at -6.86 eV. As for the charge: -1. The molar mass comes out at 1183.22 g mol⁻¹.

Last columns: bonded neighbours and bond lengths (Å).
Geometry (Å):
1 O -0.17 -1.64 2.88  C2 1.196
2 C -0.07 -1.12 1.81  O1 1.196, O3 1.324, C6 1.572
3 O -0.16 -1.69 0.62  C2 1.324, B4 1.483
4 B 0.09 -0.65 -0.41  O3 1.483, O5 1.467, O8 1.454, O12 1.478
5 O -0.11 0.62 0.31  B4 1.467, C6 1.328
6 C -0.03 0.44 1.62  C2 1.572, O5 1.328, O7 1.195
7 O -0.05 1.31 2.43  C6 1.195
8 O -0.84 -0.81 -1.52  B4 1.454, C9 1.309
9 C -0.16 -1.08 -2.60  O8 1.309, O10 1.198, C11 1.556
10 O -0.56 -1.27 -3.72  C9 1.198
11 C 1.35 -0.94 -2.28  C9 1.556, O12 1.328, O13 1.198
12 O 1.45 -0.72 -0.98  B4 1.478, C11 1.328
13 O 2.24 -1.07 -3.08  C11 1.198
14 C 0.28 3.96 4.73  C15 1.522, H20 1.092, H21 1.090, H22 1.092
15 C -0.21 5.36 4.40  C14 1.522, C16 1.548, N19 1.473, H23 1.089
16 C -1.32 5.68 5.44  C15 1.548, O17 1.394, H24 1.090, H25 1.104
17 O -2.05 6.85 5.19  C16 1.394, C18 1.404
18 C -2.66 6.88 3.92  O17 1.404, H26 1.090, H27 1.095, H28 1.089
19 N 0.88 6.35 4.46  C15 1.473, H29 1.015, H30 1.015
20 H 0.58 3.89 5.78  C14 1.092
21 H 1.15 3.65 4.16  C14 1.090
22 H -0.48 3.21 4.49  C14 1.092
23 H -0.70 5.47 3.43  C15 1.089
24 H -0.98 5.57 6.47  C16 1.090
25 H -1.98 4.80 5.32  C16 1.104
26 H -3.57 7.48 3.99  C18 1.090
27 H -2.95 5.88 3.60  C18 1.095
28 H -1.99 7.30 3.17  C18 1.089
29 H 1.33 6.50 3.57  N19 1.015
30 H 1.63 5.99 5.04  N19 1.015
31 C -3.10 -3.85 0.92  C32 1.526, H37 1.093, H38 1.091, H39 1.092
32 C -3.02 -4.14 -0.58  C31 1.526, C33 1.528, N36 1.487, H40 1.090
33 C -3.76 -3.08 -1.40  C32 1.528, O34 1.434, H41 1.095, H42 1.097
34 O -3.40 -3.26 -2.78  C33 1.434, C35 1.401
35 C -3.92 -2.24 -3.60  O34 1.401, H43 1.094, H44 1.099, H45 1.092
36 N -1.57 -4.08 -0.93  C32 1.487, H46 1.024, H47 1.020
37 H -2.46 -4.51 1.50  C31 1.093
38 H -4.10 -3.93 1.35  C31 1.091
39 H -2.76 -2.85 1.22  C31 1.092
40 H -3.38 -5.14 -0.79  C32 1.090
41 H -3.52 -2.05 -1.12  C33 1.095
42 H -4.85 -3.12 -1.29  C33 1.097
43 H -3.46 -1.25 -3.49  C35 1.094
44 H -5.00 -2.09 -3.46  C35 1.099
45 H -3.84 -2.57 -4.63  C35 1.092
46 H -1.63 -3.80 -1.91  N36 1.024
47 H -1.24 -3.19 -0.54  N36 1.020
48 C -3.50 0.76 -0.38  C49 1.533, H54 1.090, H55 1.092, H56 1.092
49 C -4.51 1.42 0.56  C48 1.533, C50 1.548, N53 1.456, H57 1.092
50 C -4.98 2.79 0.00  C49 1.548, O51 1.424, H58 1.095, H59 1.092
51 O -5.84 3.31 1.02  C50 1.424, C52 1.406
52 C -6.24 4.64 0.83  O51 1.406, H60 1.094, H61 1.097, H62 1.089
53 N -5.67 0.57 0.76  C49 1.456, H63 1.018, H64 1.016
54 H -3.23 -0.23 0.01  C48 1.090
55 H -2.56 1.32 -0.37  C48 1.092
56 H -3.90 0.73 -1.39  C48 1.092
57 H -3.95 1.51 1.50  C49 1.092
58 H -5.55 2.67 -0.93  C50 1.095
59 H -4.14 3.45 -0.18  C50 1.092
60 H -6.60 4.86 -0.18  C52 1.094
61 H -5.41 5.33 1.02  C52 1.097
62 H -7.00 4.86 1.58  C52 1.089
63 H -6.29 1.08 1.39  N53 1.018
64 H -6.22 0.51 -0.09  N53 1.016
65 C -2.75 -5.77 -4.51  C66 1.510, H71 1.095, H72 1.089, H73 1.089
66 C -1.47 -5.80 -5.31  C65 1.510, C67 1.539, N70 1.464, H74 1.094
67 C -0.77 -4.42 -5.28  C66 1.539, O68 1.416, H75 1.100, H76 1.096
68 O 0.24 -4.36 -6.26  C67 1.416, C69 1.401
69 C 0.96 -3.15 -6.23  O68 1.401, H77 1.090, H78 1.097, H79 1.095
70 N -0.58 -6.87 -4.86  C66 1.464, H80 1.014, H81 1.017
71 H -2.53 -5.49 -3.48  C65 1.095
72 H -3.21 -6.75 -4.45  C65 1.089
73 H -3.45 -5.00 -4.82  C65 1.089
74 H -1.72 -6.11 -6.33  C66 1.094
75 H -0.26 -4.33 -4.31  C67 1.100
76 H -1.46 -3.57 -5.34  C67 1.096
77 H 1.73 -3.13 -6.99  C69 1.090
78 H 1.50 -3.02 -5.28  C69 1.097
79 H 0.29 -2.29 -6.36  C69 1.095
80 H 0.32 -6.76 -5.32  N70 1.014
81 H -0.38 -6.80 -3.87  N70 1.017
82 C 2.38 1.44 4.96  C83 1.528, H88 1.092, H89 1.089, H90 1.094
83 C 2.99 0.09 5.35  C82 1.528, C84 1.529, N87 1.472, H91 1.094
84 C 2.16 -1.10 4.86  C83 1.529, O85 1.396, H92 1.101, H93 1.099
85 O 2.71 -2.27 5.38  C84 1.396, C86 1.426
86 C 1.98 -3.46 5.09  O85 1.426, H94 1.087, H95 1.090, H96 1.097
87 N 4.36 0.08 4.83  C83 1.472, H97 1.018, H98 1.026
88 H 1.36 1.52 5.31  C82 1.092
89 H 2.52 1.70 3.91  C82 1.089
90 H 2.86 2.26 5.51  C82 1.094
91 H 2.93 0.03 6.44  C83 1.094
92 H 2.18 -1.16 3.76  C84 1.101
93 H 1.09 -0.90 5.05  C84 1.099
94 H 2.47 -4.24 5.67  C86 1.087
95 H 1.86 -3.72 4.04  C86 1.090
96 H 0.99 -3.30 5.54  C86 1.097
97 H 4.68 -0.88 4.94  N87 1.018
98 H 4.30 0.23 3.82  N87 1.026
99 C 5.10 -5.71 -4.47  C100 1.544, H105 1.094, H106 1.089, H107 1.090
100 C 3.69 -5.51 -3.88  C99 1.544, C101 1.523, N104 1.483, H108 1.093
101 C 3.51 -4.13 -3.25  C100 1.523, O102 1.415, H109 1.096, H110 1.096
102 O 4.38 -4.09 -2.14  C101 1.415, C103 1.415
103 C 4.72 -2.77 -1.76  O102 1.415, H111 1.086, H112 1.091, H113 1.099
104 N 2.74 -5.77 -4.99  C100 1.483, H114 1.017, H115 1.020
105 H 5.35 -4.91 -5.17  C99 1.094
106 H 5.17 -6.66 -5.00  C99 1.089
107 H 5.84 -5.70 -3.66  C99 1.090
108 H 3.54 -6.23 -3.07  C100 1.093
109 H 2.48 -4.01 -2.89  C101 1.096
110 H 3.75 -3.37 -4.00  C101 1.096
111 H 5.44 -2.74 -0.94  C103 1.086
112 H 3.81 -2.20 -1.58  C103 1.091
113 H 5.23 -2.23 -2.57  C103 1.099
114 H 3.27 -5.48 -5.81  N104 1.017
115 H 2.00 -5.07 -4.97  N104 1.020
116 C -1.16 7.83 0.10  C117 1.549, H122 1.094, H123 1.093, H124 1.088
117 C -0.18 7.07 1.02  C116 1.549, C118 1.540, N121 1.467, H125 1.088
118 C -0.48 5.56 0.90  C117 1.540, O119 1.422, H126 1.095, H127 1.095
119 O -1.80 5.25 1.34  C118 1.422, C120 1.398
120 C -2.01 3.87 1.31  O119 1.398, H128 1.091, H129 1.099, H130 1.096
121 N 1.17 7.26 0.49  C117 1.467, H131 1.015, H132 1.016
122 H -2.19 7.68 0.46  C116 1.094
123 H -1.17 7.36 -0.89  C116 1.093
124 H -0.86 8.87 0.01  C116 1.088
125 H -0.31 7.41 2.05  C117 1.088
126 H 0.20 4.96 1.51  C118 1.095
127 H -0.35 5.29 -0.15  C118 1.095
128 H -2.96 3.64 1.80  C120 1.091
129 H -1.29 3.26 1.89  C120 1.099
130 H -1.96 3.48 0.29  C120 1.096
131 H 1.33 8.25 0.29  N121 1.015
132 H 1.25 6.85 -0.43  N121 1.016
133 C 3.96 -0.60 1.22  C134 1.487, O136 1.418, H137 1.109, H138 1.094
134 C 4.25 -1.94 1.80  C133 1.487, O135 1.432, H139 1.091, H140 1.091
135 O 5.55 -2.40 1.41  C134 1.432, H141 0.962
136 O 4.69 0.40 1.92  C133 1.418, H142 0.977
137 H 2.90 -0.39 1.43  C133 1.109
138 H 3.93 -0.53 0.13  C133 1.094
139 H 3.48 -2.63 1.45  C134 1.091
140 H 4.21 -1.98 2.89  C134 1.091
141 H 6.19 -1.73 1.63  O135 0.962
142 H 4.56 1.22 1.41  O136 0.977
143 C -2.51 0.46 -5.79  C144 1.546, O146 1.414, H147 1.095, H148 1.095
144 C -1.16 1.21 -5.85  C143 1.546, O145 1.421, H149 1.091, H150 1.091
145 O -1.38 2.61 -5.95  C144 1.421, H151 0.960
146 O -3.24 0.75 -6.96  C143 1.414, H152 0.960
147 H -3.12 0.80 -4.94  C143 1.095
148 H -2.29 -0.60 -5.64  C143 1.095
149 H -0.45 0.77 -6.54  C144 1.091
150 H -0.68 1.03 -4.89  C144 1.091
151 H -1.60 2.87 -6.84  O145 0.960
152 H -4.12 0.36 -6.88  O146 0.960
153 C -3.83 -1.12 3.19  C154 1.525, O156 1.425, H157 1.099, H158 1.096
154 C -3.42 -2.27 4.10  C153 1.525, O155 1.430, H159 1.094, H160 1.088
155 O -4.48 -2.52 5.03  C154 1.430, H161 0.963
156 O -4.85 -1.57 2.30  C153 1.425, H162 0.989
157 H -2.96 -0.78 2.61  C153 1.099
158 H -4.20 -0.25 3.76  C153 1.096
159 H -2.50 -2.06 4.66  C154 1.094
160 H -3.24 -3.16 3.49  C154 1.088
161 H -4.42 -1.76 5.62  O155 0.963
162 H -5.09 -0.82 1.70  O156 0.989
163 C 1.54 -4.53 0.92  C164 1.519, O166 1.435, H167 1.098, H168 1.091
164 C 2.73 -5.34 1.40  C163 1.519, O165 1.431, H169 1.092, H170 1.091
165 O 2.39 -6.11 2.56  C164 1.431, H171 0.961
166 O 0.62 -5.47 0.33  C163 1.435, H172 0.977
167 H 1.83 -3.91 0.07  C163 1.098
168 H 1.03 -3.94 1.69  C163 1.091
169 H 3.54 -4.65 1.64  C164 1.092
170 H 3.16 -5.95 0.60  C164 1.091
171 H 1.93 -6.90 2.25  O165 0.961
172 H -0.11 -4.99 -0.10  O166 0.977
173 C 1.56 2.69 -1.92  C174 1.517, O176 1.430, H177 1.090, H178 1.091
174 C 2.84 2.45 -2.69  C173 1.517, O175 1.437, H179 1.094, H180 1.096
175 O 3.99 3.07 -2.10  C174 1.437, H181 0.960
176 O 1.14 4.04 -2.16  C173 1.430, H182 0.961
177 H 1.70 2.54 -0.86  C173 1.090
178 H 0.79 1.97 -2.19  C173 1.091
179 H 2.73 2.82 -3.71  C174 1.094
180 H 3.05 1.37 -2.79  C174 1.096
181 H 4.77 2.79 -2.58  O175 0.960
182 H 0.65 4.10 -2.99  O176 0.961
183 C 3.15 3.69 1.44  C184 1.506, O186 1.430, H187 1.094, H188 1.097
184 C 3.97 4.08 2.64  C183 1.506, O185 1.440, H189 1.088, H190 1.091
185 O 4.92 5.12 2.33  C184 1.440, H191 0.961
186 O 3.94 2.81 0.64  C183 1.430, H192 0.978
187 H 2.83 4.55 0.85  C183 1.094
188 H 2.23 3.21 1.79  C183 1.097
189 H 4.55 3.21 2.95  C184 1.088
190 H 3.32 4.41 3.45  C184 1.091
191 H 4.44 5.94 2.15  O185 0.961
192 H 3.72 2.94 -0.31  O186 0.978